Molecular formula: AlBH10O3
Method: DFT, ωB97M-V with the def2-TZVPD basis set

The value obtained for the relative energy (zero: lowest compared OMol25 entry of this formula, charge and spin) is 111.1 kcal/mol. The charge is +2. The calculation puts the HOMO energy at -0.708 hartree. As for the strongest force on any atom: 7.9 eV/A. The calculation puts the gap between HOMO and LUMO at 0.174 Eh. As for the total energy: -498.0263 a.u.

Each line ends with the Löwdin charge.
CARTESIAN COORDINATES (ANGSTROEM)
Al: -4.6581 -12.4509 7.7076  1.39
O: -3.8661 -13.8316 9.1689  0.04
O: -6.2021 -11.1547 8.4373  0.00
O: -6.5275 -12.6072 6.9642  0.04
B: -6.0910 -13.2359 9.6264  -0.27
H: -5.8258 -14.2243 9.9685  0.04
H: -5.2832 -12.5297 9.7400  0.03
H: -3.4528 -14.6950 9.1754  0.14
H: -4.4443 -13.8366 9.9317  0.03
H: -6.9625 -12.9366 10.1878  0.07
H: -6.2592 -13.3850 8.5711  -0.02
H: -7.2514 -13.1611 7.2566  0.15
H: -6.9005 -11.6822 8.8248  0.06
H: -6.7820 -12.3233 6.0862  0.15
H: -6.6095 -10.3056 8.2662  0.15